Computed, not measured: C44H57BHfIN9OS5 as an isolated structure, with wB97M-V/def2-TZVPD.

Lowest unoccupied orbital energy ... -11.34 eV
E ... -4639.31237 Eh
Net charge ... +4
Kohn-Sham gap ... 5.68 eV

Last column: Mulliken charge in e.
CARTESIAN COORDINATES (ANGSTROEM)
C -2.542 5.571 -1.462  -1.716
H -6.886 -1.141 2.613  0.472
N 2.560 -0.950 -2.356  0.372
C 4.358 -2.094 1.182  0.359
H 0.561 -3.232 4.150  0.346
H -0.606 -6.358 -1.051  0.526
C -0.258 1.164 4.380  -0.143
C 0.880 2.376 0.130  1.023
C -0.279 -2.674 4.566  -1.729
H -2.870 -2.374 -2.821  0.325
H -4.353 1.611 2.922  0.214
C -0.270 -0.987 2.669  0.810
H -1.200 1.374 7.020  0.390
H -7.193 1.196 1.693  0.492
H -6.383 -1.735 1.041  0.366
C 6.342 -3.145 0.437  -0.453
H 1.978 2.434 5.308  0.346
H -1.193 -3.191 4.268  0.363
H 2.914 -1.107 -8.024  0.440
N -0.264 1.380 3.090  -0.755
C -2.292 6.099 0.990  -1.487
B -0.731 0.680 0.913  -0.918
N -1.955 0.032 0.353  1.147
C 1.849 -5.446 -2.309  -1.021
H -3.934 3.410 -0.470  0.313
H -3.395 6.247 -1.529  0.474
C -0.207 2.355 5.316  1.936
C 3.618 -0.117 -2.553  -0.245
C -6.334 1.042 1.040  -1.399
C -2.481 4.977 -0.045  2.148
H 7.355 -3.488 0.606  0.472
H -5.876 2.013 0.848  0.168
N -1.473 2.793 0.295  -0.651
H -1.651 6.150 -1.710  0.382
C 2.269 -1.782 -3.389  -1.239
C 2.532 4.230 -0.405  -1.725
H -3.755 3.777 1.254  0.316
H 6.079 -2.369 2.434  0.509
H -2.671 4.792 -2.216  0.366
C 1.159 2.329 6.023  -1.716
H -1.357 3.117 6.968  0.474
C -6.022 -1.280 1.964  -1.703
C 2.949 -3.145 -8.722  -0.350
C 3.391 -2.076 -7.954  -0.065
O 1.232 -3.343 -0.856  -0.557
C -0.185 -5.510 -0.507  -1.008
H 2.970 3.715 -1.261  0.354
H -5.779 0.882 3.668  0.517
C -0.291 -0.172 4.881  -0.374
S -0.557 -0.686 -1.789  -0.334
C -1.279 4.059 0.031  -0.073
H -5.338 -0.945 -0.828  0.533
C -3.768 4.213 0.252  -2.025
C 4.102 -1.031 -4.730  1.245
N 3.746 -2.242 0.001  -0.015
H 3.173 4.041 0.458  0.389
H -4.610 4.902 0.191  0.587
H -4.484 -1.661 -2.949  0.464
C 0.043 4.554 -0.178  -0.471
H 5.206 0.571 -3.768  0.501
H -3.064 -0.758 -3.487  0.386
C -1.339 2.221 6.348  -1.544
H 1.387 -2.399 -3.269  0.546
H -2.141 5.698 1.995  0.202
H 3.854 0.570 -1.753  0.500
C -5.349 0.081 1.728  2.102
H -6.714 0.644 0.097  0.385
Hf 1.544 -1.305 -0.364  1.636
H 0.590 -5.833 0.188  0.386
C 4.482 -2.292 -7.126  0.119
C 5.642 -2.519 1.457  -0.707
H -5.343 -1.981 2.455  0.360
H 2.689 -2.577 -5.313  0.431
H 1.309 1.411 6.596  0.393
C 4.442 -2.867 -0.974  -0.186
C 2.991 -1.879 -4.545  -0.728
C -3.291 -0.867 -1.358  -0.031
H 6.004 -3.701 -6.526  0.445
H 5.062 -5.493 -7.978  0.395
N -2.973 0.209 1.215  -0.756
S 5.120 -0.985 -6.108  -0.141
H 1.216 3.161 6.724  0.474
H 1.400 -6.331 -2.763  0.556
C -2.018 -0.496 -0.859  0.981
H -0.294 -0.320 5.954  0.529
H -0.315 4.493 5.246  0.521
H -1.453 6.753 0.747  0.400
H 6.239 -3.820 -1.609  0.533
C -4.342 -0.666 -0.508  -0.451
H 0.419 3.796 3.800  0.262
S 2.144 1.195 0.214  -0.526
H -3.187 6.720 1.008  0.472
N -0.318 0.296 2.286  1.200
C 4.380 -0.125 -3.685  -1.373
N 3.520 -4.350 -8.709  -0.511
N -0.376 2.010 0.374  0.792
C 5.120 -3.522 -7.123  -0.021
C -0.285 -1.264 4.058  -0.130
S 0.521 -4.429 -1.719  0.543
C -4.899 0.676 3.060  -1.737
H -2.315 2.131 5.865  0.287
H 3.935 -2.993 -1.920  0.607
H -4.261 -0.017 3.613  0.289
H -1.335 3.708 4.036  0.403
H -0.211 -2.694 5.651  0.512
C -0.369 3.663 4.543  -1.866
H 0.173 5.609 -0.383  0.511
S -0.136 -2.201 1.440  -0.239
C 5.726 -3.328 -0.794  -1.042
C -4.170 -0.125 0.798  -0.146
H 2.398 -4.889 -3.066  0.216
H -0.981 -4.970 0.001  0.334
I 3.215 -1.179 2.650  0.342
H 2.485 -5.721 -1.467  0.345
C -3.441 -1.448 -2.730  -1.762
H 2.100 -3.024 -9.384  0.396
C 4.594 -4.517 -7.940  -0.431
C 1.139 3.741 -0.152  0.120
H 2.533 5.298 -0.608  0.456